[1]
The following is a quantum chemistry calculation of a molecular structure, C13H31CrF2O18PS3V in a non-equilibrium geometry, from OMol25.

Structure (XYZ):
```
70
Properties=species:S:1:pos:R:3:lowdin_charge:R:1
Cr -16.394 2.822 29.760 1.24
V -18.318 0.166 25.985 1.33
S -22.440 0.553 28.654 0.56
S -16.305 8.354 27.569 0.54
S -22.213 4.599 23.964 0.55
P -15.236 0.742 27.376 0.21
F -14.434 -0.448 27.821 0.03
F -14.394 1.331 26.272 0.01
O -21.341 4.298 25.069 -0.31
O -17.569 -1.318 29.270 0.02
O -21.365 5.206 22.791 -0.24
O -16.477 0.235 26.736 -0.28
O -18.936 -0.813 26.992 -0.13
O -17.568 -0.879 31.367 0.06
O -21.123 -0.012 28.693 -0.30
O -17.688 3.226 28.295 -0.05
O -19.323 4.092 27.080 0.18
O -22.647 1.449 29.942 -0.23
O -23.318 5.429 24.179 -0.21
O -18.754 1.975 26.791 -0.07
O -16.045 8.161 26.191 -0.25
O -15.458 9.088 28.417 -0.23
O -17.437 0.778 29.872 0.02
O -15.286 1.719 28.477 -0.29
O -23.566 -0.289 28.574 -0.22
O -17.735 9.004 27.769 -0.24
C -18.563 3.079 27.411 -0.65
C -17.536 -2.717 29.610 0.03
C -22.804 3.124 23.193 -0.11
C -19.504 5.133 21.283 -0.05
C -17.539 0.045 32.447 0.01
C -16.504 6.759 28.323 -0.13
C -22.516 1.778 27.373 -0.11
C -18.721 8.995 26.711 -0.24
C -19.979 4.780 22.666 -0.26
C -17.501 -0.404 30.171 -0.63
C -19.367 7.666 26.459 -0.08
C -21.535 2.271 30.348 -0.27
C -21.796 2.751 31.764 -0.05
H -16.541 -3.043 29.913 0.11
H -19.946 3.696 22.828 0.11
H -20.254 7.776 25.845 0.09
H -19.686 6.188 21.093 0.09
H -22.516 3.567 31.749 0.09
H -17.761 -3.291 28.714 0.11
H -21.405 3.110 29.652 0.12
H -19.917 3.770 26.349 0.11
H -18.252 9.381 25.801 0.12
H -23.270 2.512 27.648 0.09
H -18.674 6.874 26.197 0.06
H -16.896 0.913 32.310 0.09
H -19.382 5.265 23.423 0.11
H -17.390 6.238 27.953 0.04
H -18.557 0.398 32.635 0.11
H -18.275 -2.977 30.362 0.11
H -19.436 9.753 27.018 0.13
H -21.584 2.341 27.408 0.03
H -22.207 1.937 32.360 0.09
H -20.880 3.076 32.256 0.08
H -22.011 2.377 23.195 0.06
H -23.120 3.312 22.174 0.09
H -19.813 7.367 27.425 0.09
H -16.688 6.863 29.390 0.07
H -19.992 4.560 20.499 0.09
H -23.635 2.783 23.807 0.08
H -17.236 -0.483 33.344 0.12
H -20.619 1.674 30.293 0.10
H -15.612 6.203 28.036 0.07
H -18.438 4.901 21.280 0.09
H -22.673 1.264 26.433 0.08
```

Summary:
- multiplicity = 6
- frontier orbital gap (spin up / spin down) (eV) = 6.24 / 6.50
- ⟨S²⟩ = 8.7858
- largest force on an atom (Eh/bohr) = 0.0906
- total charge = +2
- HOMO (spin up / spin down) (eV) = -15.10 / -15.10

[2]
The following is a quantum chemistry calculation of a molecular structure, C23H43N2O2P3Tl in a non-equilibrium geometry, from OMol25.

Structure (XYZ):
```
74
Properties=species:S:1:pos:R:3:lowdin_charge:R:1
Tl 0.081 0.103 -0.757 0.75
P -0.509 -2.429 -1.954 0.76
P -1.335 -0.513 2.713 0.86
P -2.726 0.664 1.058 0.80
O 0.515 0.671 -2.750 -0.27
O 6.025 -2.309 3.279 0.09
N 6.669 -0.129 3.220 0.19
N 2.608 -0.393 0.123 -0.05
C 1.424 4.529 1.144 -0.05
C -4.347 0.304 1.823 -0.20
C -2.064 -2.160 2.979 -0.18
C 0.526 -3.852 -1.442 -0.24
C -1.743 2.393 -5.794 -0.05
C -0.273 0.630 -5.025 -0.03
C 3.323 0.635 0.622 -0.13
C -0.846 2.488 -3.556 -0.03
C 4.758 -0.849 1.881 -0.09
C -1.072 1.191 -6.022 -0.03
C -0.234 -2.388 -3.763 -0.26
C 0.448 -0.789 2.942 -0.19
C 2.962 -1.646 0.469 -0.13
C 1.243 3.876 2.311 -0.09
C 4.398 0.455 1.503 0.03
C -1.635 3.041 -4.564 -0.05
C -2.185 -3.171 -1.849 -0.24
C -2.438 2.417 1.483 -0.20
C 5.869 -1.180 2.836 -0.47
C -0.217 1.268 -3.791 -0.32
C 4.011 -1.912 1.352 0.04
C -3.182 0.701 -0.714 -0.23
C -1.766 0.428 4.220 -0.20
H 2.396 -2.470 0.034 0.08
H -1.004 -1.787 -4.263 0.06
H -2.850 0.533 4.345 0.06
H -3.345 -0.318 -1.096 0.05
H -1.388 2.694 1.321 0.04
H -2.366 -3.501 -0.818 0.05
H 0.681 -0.848 4.016 0.10
H 0.315 -0.270 -5.207 0.11
H -2.338 2.838 -6.594 0.13
H -2.146 3.990 -4.390 0.12
H 1.592 -3.600 -1.504 0.04
H 0.760 -1.992 -4.013 0.06
H -0.703 2.971 -2.591 0.11
H 1.032 0.030 2.505 0.04
H -1.358 -0.103 5.090 0.09
H -1.364 -2.926 2.618 0.07
H -4.116 1.269 -0.843 0.10
H -5.125 0.828 1.253 0.09
H 4.228 -2.944 1.617 0.14
H 0.216 -0.442 -2.620 0.02
H 0.764 -1.730 2.471 0.06
H 7.477 -0.373 3.766 0.13
H -0.292 -3.417 -4.142 0.08
H 0.968 5.505 0.941 0.07
H 3.036 1.644 0.312 0.11
H -2.952 -2.433 -2.122 0.04
H -4.387 0.638 2.865 0.06
H -2.417 1.192 -1.334 0.01
H 0.288 -4.110 -0.404 0.05
H -2.247 -2.316 4.049 0.09
H -4.550 -0.773 1.782 0.06
H 4.913 1.339 1.876 0.12
H 0.322 -4.721 -2.086 0.08
H -2.692 2.597 2.535 0.07
H -2.260 -4.038 -2.522 0.08
H 0.630 4.293 3.118 0.05
H 1.755 2.927 2.519 0.03
H -1.145 0.694 -6.989 0.13
H -1.314 1.427 4.175 0.07
H -3.078 3.052 0.855 0.09
H 6.708 0.733 2.696 0.10
H 2.072 4.111 0.369 0.04
H -3.009 -2.263 2.433 0.05
```

Summary:
- multiplicity = 1
- energy above the lowest of the compared OMol25 structures with the same formula, charge and spin (kcal per mole) = 43.38
- frontier orbital gap (eV) = 5.27
- largest force on an atom (Eh/bohr) = 0.0972
- total charge = +3
- HOMO (eV) = -16.28

[3]
The following is a quantum chemistry calculation of a molecular structure, C16H32ClNOP2Ru in a non-equilibrium geometry, from OMol25.

Structure (XYZ):
```
54
Properties=species:S:1:pos:R:3:lowdin_charge:R:1
Ru -0.080 0.351 0.128 0.70
Cl -0.963 3.336 0.728 0.41
P 0.439 -0.112 2.504 0.72
P -0.024 0.942 -2.334 0.72
O 2.901 0.240 0.689 -0.07
N -0.866 -1.196 -0.213 -0.19
C 0.445 1.318 3.616 -0.26
C -1.183 -3.450 -0.853 -0.06
C -3.425 -4.321 -0.797 -0.11
C -0.032 2.713 -2.755 -0.26
C -3.090 -2.036 -0.123 -0.05
C 3.392 1.381 0.477 -0.44
C 2.927 2.555 1.368 -0.03
C 4.039 1.690 -0.843 -0.02
C -1.703 -2.208 -0.392 -0.44
C -3.935 -3.101 -0.323 -0.11
C -2.056 -4.494 -1.048 -0.11
C 1.305 0.130 -3.244 -0.25
C -1.552 0.256 -3.041 -0.24
C -1.613 1.656 0.457 -0.79
C -1.038 -1.051 3.007 -0.28
C 1.772 -1.216 3.057 -0.27
H -1.693 0.647 -4.051 0.05
H 0.039 2.838 -3.841 0.05
H 0.826 3.205 -2.278 0.05
H 1.782 -2.106 2.426 0.05
H 1.091 -0.944 -3.289 0.05
H 4.043 2.768 -1.057 0.08
H -0.984 -1.216 4.084 0.04
H -0.102 -3.481 -1.015 0.10
H 3.344 1.266 -1.594 0.05
H -1.665 -5.443 -1.416 0.10
H -1.051 -2.011 2.491 0.04
H 2.272 0.289 -2.764 0.01
H 0.439 0.942 4.641 0.04
H -0.442 1.927 3.442 0.03
H -5.000 -2.979 -0.127 0.10
H 1.822 2.577 1.259 0.03
H -2.274 1.716 -0.423 -0.02
H -4.104 -5.159 -0.953 0.09
H 5.043 1.242 -0.964 0.10
H 1.584 -1.522 4.091 0.04
H -2.413 0.521 -2.428 0.04
H 3.155 2.470 2.443 0.08
H -1.460 -0.830 -3.096 0.04
H -3.410 -1.055 0.242 0.10
H 1.342 0.521 -4.269 0.05
H 2.736 -0.717 2.980 0.03
H -0.195 1.685 -0.758 -0.11
H 3.297 3.494 0.954 0.07
H 1.331 1.929 3.459 0.01
H -1.945 -0.500 2.759 0.03
H -2.114 1.358 1.375 -0.03
H -0.953 3.186 -2.389 0.05
```

Summary:
- multiplicity = 5
- frontier orbital gap (spin up / spin down) (eV) = 5.26 / 7.13
- ⟨S²⟩ = 6.0519
- largest force on an atom (Eh/bohr) = 0.0898
- HOMO (spin up / spin down) (eV) = -4.63 / -7.16

[4]
The following is a quantum chemistry calculation of a gas-phase ion, C6H9O3S4 (charge -1) in a non-equilibrium geometry, from OMol25.

Structure (XYZ):
```
22
Properties=species:S:1:pos:R:3:lowdin_charge:R:1
S -2.898 0.221 -0.516 0.78
S 2.686 0.172 -0.958 0.39
S 0.032 -2.374 -0.311 0.78
S 4.064 -0.220 0.462 0.13
O 0.724 1.585 0.331 0.07
O 1.471 -0.356 1.330 -0.24
O -1.211 2.616 0.128 0.08
C 1.085 0.097 0.244 -0.90
C -1.192 0.229 0.310 -0.64
C -0.590 1.594 0.246 -0.60
C -0.003 -0.521 -0.549 -0.70
C -1.247 -0.147 1.784 -0.08
C -0.083 -0.229 -2.064 -0.17
H 0.608 -0.947 -2.596 0.07
H -0.310 -0.034 2.310 0.08
H 1.056 -2.268 0.550 -0.11
H 3.050 -0.423 1.428 -0.14
H -2.069 0.456 2.306 0.11
H -1.719 -1.170 1.710 0.08
H -1.163 -0.260 -2.370 0.04
H -2.531 1.202 -1.333 -0.13
H 0.238 0.777 -2.443 0.09
```

Summary:
- multiplicity = 3
- frontier orbital gap (spin up / spin down) (eV) = 3.34 / 7.70
- ⟨S²⟩ = 2.0097
- largest force on an atom (Eh/bohr) = 0.0803
- total charge = -1
- HOMO (spin up / spin down) (eV) = -0.63 / -5.77

Which value of largest force on an atom does entry 4 give?
0.0803 Eh/bohr

What did the first record say?
The following is a quantum chemistry calculation of a molecular structure, C13H31CrF2O18PS3V in a non-equilibrium geometry, from OMol25.

Structure (XYZ):
```
70
Properties=species:S:1:pos:R:3:lowdin_charge:R:1
Cr -16.394 2.822 29.760 1.24
V -18.318 0.166 25.985 1.33
S -22.440 0.553 28.654 0.56
S -16.305 8.354 27.569 0.54
S -22.213 4.599 23.964 0.55
P -15.236 0.742 27.376 0.21
F -14.434 -0.448 27.821 0.03
F -14.394 1.331 26.272 0.01
O -21.341 4.298 25.069 -0.31
O -17.569 -1.318 29.270 0.02
O -21.365 5.206 22.791 -0.24
O -16.477 0.235 26.736 -0.28
O -18.936 -0.813 26.992 -0.13
O -17.568 -0.879 31.367 0.06
O -21.123 -0.012 28.693 -0.30
O -17.688 3.226 28.295 -0.05
O -19.323 4.092 27.080 0.18
O -22.647 1.449 29.942 -0.23
O -23.318 5.429 24.179 -0.21
O -18.754 1.975 26.791 -0.07
O -16.045 8.161 26.191 -0.25
O -15.458 9.088 28.417 -0.23
O -17.437 0.778 29.872 0.02
O -15.286 1.719 28.477 -0.29
O -23.566 -0.289 28.574 -0.22
O -17.735 9.004 27.769 -0.24
C -18.563 3.079 27.411 -0.65
C -17.536 -2.717 29.610 0.03
C -22.804 3.124 23.193 -0.11
C -19.504 5.133 21.283 -0.05
C -17.539 0.045 32.447 0.01
C -16.504 6.759 28.323 -0.13
C -22.516 1.778 27.373 -0.11
C -18.721 8.995 26.711 -0.24
C -19.979 4.780 22.666 -0.26
C -17.501 -0.404 30.171 -0.63
C -19.367 7.666 26.459 -0.08
C -21.535 2.271 30.348 -0.27
C -21.796 2.751 31.764 -0.05
H -16.541 -3.043 29.913 0.11
H -19.946 3.696 22.828 0.11
H -20.254 7.776 25.845 0.09
H -19.686 6.188 21.093 0.09
H -22.516 3.567 31.749 0.09
H -17.761 -3.291 28.714 0.11
H -21.405 3.110 29.652 0.12
H -19.917 3.770 26.349 0.11
H -18.252 9.381 25.801 0.12
H -23.270 2.512 27.648 0.09
H -18.674 6.874 26.197 0.06
H -16.896 0.913 32.310 0.09
H -19.382 5.265 23.423 0.11
H -17.390 6.238 27.953 0.04
H -18.557 0.398 32.635 0.11
H -18.275 -2.977 30.362 0.11
H -19.436 9.753 27.018 0.13
H -21.584 2.341 27.408 0.03
H -22.207 1.937 32.360 0.09
H -20.880 3.076 32.256 0.08
H -22.011 2.377 23.195 0.06
H -23.120 3.312 22.174 0.09
H -19.813 7.367 27.425 0.09
H -16.688 6.863 29.390 0.07
H -19.992 4.560 20.499 0.09
H -23.635 2.783 23.807 0.08
H -17.236 -0.483 33.344 0.12
H -20.619 1.674 30.293 0.10
H -15.612 6.203 28.036 0.07
H -18.438 4.901 21.280 0.09
H -22.673 1.264 26.433 0.08
```

Summary:
- multiplicity = 6
- frontier orbital gap (spin up / spin down) (eV) = 6.24 / 6.50
- ⟨S²⟩ = 8.7858
- largest force on an atom (Eh/bohr) = 0.0906
- total charge = +2
- HOMO (spin up / spin down) (eV) = -15.10 / -15.10

Which of these has the highest largest force on an atom?
C23H43N2O2P3Tl